171
Properties=species:S:1:pos:R:3:forces:R:3 method="wB97M-V/def2-TZVPD" relative_energy_kcal_mol=86.86 spin_multiplicity=2 charge=+1 gap_ev="6.2290 / 2.2909" energy_ev=-77400.7540
C 0.402710 -3.944029 -0.897502 0.65 1.31 1.66
C -0.762789 -2.967517 -0.505743 0.57 -1.96 -1.80
O -1.851067 -3.877886 -0.428437 -0.95 -0.07 0.35
H 0.276966 -4.699700 -1.672896 -0.70 0.41 -0.05
H 0.634428 -4.450261 0.039585 0.05 -0.46 -0.09
H 1.306359 -3.371859 -1.107573 0.16 0.16 -0.21
H -0.907926 -2.246873 -1.310542 -0.13 0.33 0.31
H -0.637571 -2.501801 0.471762 0.43 0.24 -0.25
H -2.643689 -3.536871 -0.849217 -0.05 0.19 0.01
C -1.452946 -0.419124 -5.066648 -0.70 -1.48 -0.47
C -0.044471 -0.400132 -4.549937 -0.28 1.56 -0.72
O -0.060404 0.448243 -3.424568 1.21 0.07 1.17
H -1.504856 -0.454902 -6.154821 -0.02 -0.19 0.00
H -2.082233 0.406431 -4.734143 0.36 0.05 0.14
H -1.849356 -1.345720 -4.651458 -0.78 0.11 -0.29
H 0.582697 0.035873 -5.327530 0.55 -0.17 0.02
H 0.326518 -1.383548 -4.261207 -0.02 0.13 0.09
H -0.048828 1.377222 -3.666363 -0.10 0.00 -0.30
C -0.421777 9.489334 -0.237987 0.84 1.05 1.65
C 0.110851 8.191444 0.351815 -2.04 0.23 -2.35
O -0.660621 7.235009 -0.346338 -0.79 -2.19 -0.36
H -0.139046 9.592002 -1.285666 0.03 0.11 0.06
H 0.017365 10.274100 0.377964 0.18 0.64 -0.48
H -1.496470 9.617327 -0.108553 -0.01 -0.43 -0.12
H -0.239371 8.032821 1.371760 1.17 0.26 0.25
H 1.117980 8.013168 -0.025031 0.59 0.31 1.39
H -0.670093 7.466871 -1.277867 -0.01 -0.03 -0.04
C -2.334216 -2.664789 4.939296 0.56 -0.37 -1.26
C -1.873157 -3.932777 4.127673 -1.65 -0.40 0.72
C -1.856279 -5.117394 5.116857 -0.18 -0.98 1.47
C -3.198474 -5.800744 5.382742 -0.06 -0.35 -1.14
C -3.829020 -6.232312 4.037106 0.13 1.60 0.29
C -4.096809 -5.005163 3.094855 0.37 -0.51 -0.60
N -2.796606 -4.196811 2.997262 -0.92 -1.83 -0.23
O -2.902590 -3.049097 2.160239 -0.55 -0.07 0.85
C -4.418353 -5.671184 1.634621 0.75 1.57 1.90
C -5.339470 -4.218332 3.618906 1.75 0.36 -1.19
C -0.505175 -3.820157 3.516804 1.12 1.16 0.05
H -1.498186 -2.394567 5.584387 -0.36 0.26 0.28
H -3.277095 -2.822055 5.463064 0.29 -0.37 0.35
H -2.573703 -1.865187 4.238300 0.39 0.18 -0.02
H -1.027575 -5.816555 5.005020 -0.21 -0.36 -1.15
H -1.651613 -4.911345 6.167461 0.58 1.58 -0.02
H -3.755033 -5.108960 6.015029 -0.70 0.14 -0.53
H -3.080773 -6.650479 6.055178 0.30 -0.25 -0.19
H -4.785620 -6.739214 4.163875 0.06 -0.16 -0.03
H -3.112171 -6.866298 3.515309 -0.05 -0.29 0.11
H -3.463105 -5.786724 1.122518 -0.05 -0.25 0.01
H -4.901438 -6.630244 1.821514 -0.10 0.12 -0.29
H -5.033305 -4.982551 1.055209 -0.18 -0.20 -0.04
H -6.235702 -4.804156 3.414757 -0.06 0.07 0.66
H -5.118604 -3.868360 4.627282 -0.67 -0.46 0.23
H -5.391945 -3.305396 3.025703 -0.21 0.07 -0.16
H 0.119785 -3.307749 4.248218 0.33 0.23 -0.10
H -0.522016 -3.233885 2.598058 -0.03 0.34 0.16
H 0.049596 -4.720163 3.251621 -0.65 -0.51 0.23
H -2.406785 -3.292962 1.375183 -0.03 -0.39 -0.37
C -7.741783 6.043203 0.113952 -0.02 0.15 1.22
C -6.779469 7.224895 -0.144987 1.48 1.76 0.44
C -5.247170 6.759537 0.110175 -1.05 -2.40 0.06
C -4.618204 5.885791 -1.013686 -0.01 1.04 0.76
C -4.749285 6.594626 -2.313688 0.60 0.46 -0.41
C -6.195256 7.041698 -2.645452 -0.29 -0.87 0.27
N -6.888202 7.840035 -1.519518 2.88 -1.14 -0.08
O -8.208134 8.144229 -1.875579 -0.47 -0.75 0.15
C -6.142716 7.955356 -3.816891 -0.58 1.00 -1.32
C -6.911270 5.746755 -3.011156 -1.18 -1.20 -0.30
C -7.073727 8.464815 0.853863 0.09 -1.67 -0.23
H -7.346284 5.030486 0.192000 0.57 -0.11 -1.54
H -8.651574 6.130956 -0.479902 0.12 -0.21 0.08
H -8.009527 5.997459 1.169569 -0.56 1.08 0.31
H -4.488307 7.374316 0.594193 -0.46 1.07 -0.67
H -5.326278 5.976864 0.864663 -0.54 0.17 0.69
H -5.018894 4.874595 -1.084609 -0.59 0.08 0.17
H -3.567917 5.711322 -0.780120 0.18 0.21 0.09
H -4.341454 5.896683 -3.044892 -0.65 0.02 -0.72
H -4.029692 7.406416 -2.419908 -0.17 0.57 0.54
H -7.137136 8.213273 -4.181168 -0.40 0.54 0.74
H -5.563197 8.841104 -3.556684 -0.11 0.15 -0.23
H -5.827868 7.569964 -4.786667 1.02 -0.69 0.38
H -6.229587 4.910471 -3.166229 0.21 0.05 0.23
H -7.647043 5.399319 -2.285878 0.19 0.18 0.17
H -7.474839 5.743275 -3.944146 -0.06 0.63 -0.16
H -6.562608 9.391660 0.593444 -0.27 -0.12 -0.66
H -6.694343 8.270807 1.857128 -0.03 -0.54 0.11
H -8.154487 8.563430 0.955592 0.04 0.40 -0.18
H -8.178869 9.062061 -2.155429 0.10 0.13 0.10
C 3.690183 -2.500810 -2.729286 0.70 1.83 -0.93
C 5.169931 -1.913865 -2.591322 1.36 -2.70 1.07
C 6.175551 -3.170028 -2.413612 -0.35 -0.58 -1.86
C 6.384659 -3.973565 -3.721869 0.12 2.47 -0.96
C 7.041483 -3.005870 -4.774513 -0.18 -1.08 1.26
C 6.338414 -1.583089 -4.893116 2.47 -0.85 -1.64
N 5.643631 -1.059252 -3.699227 -0.85 -0.26 0.36
O 5.114153 0.249010 -3.725611 1.63 -2.07 -0.04
C 7.478455 -0.601430 -5.381626 -0.36 -0.17 0.98
C 5.309147 -1.727220 -5.969658 -2.82 0.87 -1.40
C 5.279318 -1.195726 -1.298730 -0.95 2.23 1.33
H 3.419393 -2.278065 -3.761356 -0.43 -0.87 -0.12
H 3.001252 -1.888668 -2.147271 0.14 -0.08 0.29
H 3.633661 -3.546449 -2.426729 0.12 0.17 -0.32
H 7.134458 -2.822975 -2.028713 -0.05 0.04 0.06
H 5.787014 -3.968515 -1.781500 -0.47 0.95 0.83
H 5.435631 -4.187887 -4.213331 -0.39 -0.41 0.53
H 6.909495 -4.918333 -3.580268 0.20 0.27 -0.02
H 6.958690 -3.545411 -5.717985 -0.17 0.61 -0.30
H 8.120424 -2.921728 -4.644439 -0.05 0.38 0.50
H 8.132629 -1.029809 -6.140995 -0.63 -0.40 -0.25
H 7.094138 0.351829 -5.744524 0.02 -0.04 0.22
H 8.168139 -0.485465 -4.545569 -0.12 0.48 0.16
H 5.441810 -2.319778 -6.874846 1.39 -0.03 0.25
H 4.351423 -2.166190 -5.690094 -0.04 -0.08 0.83
H 5.020317 -0.749142 -6.354398 0.05 0.26 -0.01
H 4.928392 -1.859263 -0.508368 0.41 -0.04 0.07
H 4.614664 -0.333611 -1.243061 -0.64 -0.13 -0.22
H 6.191562 -0.657504 -1.041394 0.66 -0.92 -0.19
H 4.270028 0.121845 -4.164781 -0.84 0.23 -0.34
C -2.289303 2.475121 0.791754 0.66 -0.17 0.15
C -0.976066 2.687247 -0.020221 -0.31 0.17 1.38
C -0.069629 3.830945 0.660722 -1.10 -1.32 -0.41
C 0.602278 3.304085 1.899176 0.92 0.05 0.66
C 1.451842 2.062151 1.553718 -0.80 1.59 0.04
C 0.644846 0.948349 0.882978 1.75 -0.93 2.05
N -0.208692 1.427990 -0.152165 2.05 4.10 1.61
O -0.807116 0.498539 -0.883903 -1.21 -2.22 -1.15
C 1.802248 0.093227 0.321092 -1.18 -1.25 -1.47
C 0.005500 0.160298 2.062020 -0.91 0.01 -0.82
C -1.388538 3.181591 -1.393275 1.29 -1.01 -0.61
H -2.152651 2.168023 1.828637 0.34 0.54 0.19
H -2.839817 3.414237 0.736025 -0.40 -0.23 0.16
H -2.846134 1.619152 0.410507 -0.20 0.29 -0.60
H 0.754887 4.184286 0.041507 -0.14 -0.33 -0.67
H -0.698678 4.712817 0.781940 -0.12 -0.07 0.34
H 1.246174 4.077293 2.318272 0.40 0.17 -0.25
H 0.008135 3.100490 2.790047 -0.77 -0.32 -0.38
H 1.905638 1.746019 2.492997 0.05 -0.48 -0.20
H 2.258467 2.284075 0.855004 0.07 0.64 0.09
H 1.350502 -0.701005 -0.273230 -0.18 -0.69 0.21
H 2.436450 -0.378771 1.071502 -0.01 0.32 0.09
H 2.373478 0.575269 -0.472285 0.31 0.71 0.39
H -0.746380 0.790804 2.536611 0.36 0.14 0.44
H 0.786110 -0.168347 2.748118 -0.23 0.06 0.12
H -0.594044 -0.696273 1.753895 0.23 -0.26 -0.26
H -1.924389 4.129267 -1.339653 0.25 -0.10 -0.31
H -0.426575 3.170926 -1.905740 0.34 1.27 -0.33
H -1.853313 2.428206 -2.029281 -1.05 -0.01 0.58
H -0.252681 0.540089 -1.666504 -0.59 -0.84 -0.70
C 6.962962 -4.073024 6.672698 -0.94 0.48 0.04
O 5.947072 -4.114767 5.587802 2.86 -0.70 0.62
C 6.530198 -4.821679 4.461322 -0.02 -0.26 0.33
C 5.509493 -4.918229 3.362988 -0.97 0.83 -1.00
N 4.767576 -3.668993 3.262144 -1.31 0.13 -1.12
C 3.493634 -3.826777 2.452017 1.18 -0.59 -0.36
C 3.746218 -4.480513 1.044208 1.20 0.14 1.01
O 4.005612 -5.922065 1.103430 0.08 0.89 -2.31
C 4.536992 -6.395709 -0.209393 0.02 -0.68 2.09
H 7.593906 -4.955009 6.782750 -0.77 -0.68 -0.15
H 6.420101 -3.830969 7.586372 -0.12 -0.49 -0.05
H 7.742092 -3.310975 6.654651 -0.30 0.71 -1.08
H 6.817957 -5.833367 4.747301 -0.16 -0.20 0.34
H 7.474874 -4.389157 4.131737 -0.09 0.69 -0.03
H 4.807780 -5.744903 3.473906 0.16 -0.36 0.41
H 5.880857 -4.973313 2.339675 0.98 -0.91 0.34
H 4.706967 -3.286373 4.194896 -0.93 0.23 -0.09
H 3.063743 -2.846482 2.246337 0.09 0.11 0.12
H 2.694541 -4.440798 2.867376 0.04 -0.12 0.74
H 4.642920 -3.998539 0.654673 0.49 0.05 -0.09
H 2.973028 -4.158043 0.346857 -0.55 -0.63 0.07
H 5.142196 -7.289076 -0.055366 -0.04 -0.15 0.78
H 5.298415 -5.726128 -0.609407 -0.60 0.56 -0.34
H 3.768468 -6.803660 -0.865940 -0.30 0.97 -0.28